Formula: C15H32Be2CaCl2IKO11P2
Source: the OMol25 dataset
Level of theory: the ωB97M-V functional and the def2-TZVPD basis

LUMO   -4.328 eV
HOMO level   -5.44 eV
HOMO-LUMO gap   1.11 eV

Last column: natural (NBO) charge in e.
Cartesian coordinates (Å):
C 2.75 -1.04 -2.77  -0.65
C 2.78 0.43 -3.57  -0.41
C 1.23 0.63 -4.17  -0.43
C 0.30 1.05 -2.88  -0.43
C -1.31 0.86 -3.10  -0.86
P -1.83 -0.76 -3.97  0.43
I -2.88 -1.71 -1.94  -0.31
H 1.63 -1.41 -2.59  0.20
H 3.21 -0.91 -1.70  0.22
H 3.26 -1.87 -3.42  0.23
H 2.93 1.34 -2.82  0.21
H 3.60 0.45 -4.42  0.22
H 1.26 1.46 -5.01  0.22
H 0.95 -0.38 -4.68  0.22
H 0.49 2.21 -2.70  0.26
H 0.61 0.52 -1.86  0.24
H -1.82 1.78 -3.66  0.20
H -1.79 0.81 -2.00  0.25
H -0.61 -1.43 -3.58  -0.05
H -2.25 -1.92 -4.73  -0.02
H -3.10 -0.10 -4.29  -0.30
H -1.22 -0.24 -5.20  -0.08
C -4.45 -7.02 -0.24  -0.45
C -4.07 -5.69 -0.84  -0.43
C -2.93 -5.26 0.06  -0.07
O -2.28 -6.45 0.52  -0.52
C -3.11 -7.57 0.18  -0.01
H -4.99 -7.68 -0.93  0.24
H -5.09 -6.86 0.64  0.20
H -3.71 -5.84 -1.86  0.22
H -4.89 -4.97 -0.86  0.23
H -3.30 -4.72 0.94  0.17
H -2.21 -4.62 -0.46  0.21
H -2.63 -8.11 -0.64  0.24
H -3.19 -8.24 1.04  -0.03
Be -3.49 0.94 -3.10  1.01
O -1.69 2.22 0.70  -0.60
C -0.59 2.23 1.24  0.81
O -0.20 3.15 2.16  -0.49
C 1.17 2.93 2.49  -0.06
C 1.44 1.49 2.13  -0.44
C 0.52 1.27 0.95  -0.53
H 1.79 3.62 1.91  0.23
H 1.33 3.12 3.56  0.18
H 2.49 1.28 1.91  0.23
H 1.13 0.84 2.96  0.19
H 1.00 1.55 0.01  0.26
H 0.15 0.24 0.91  0.15
C 0.73 5.03 -0.40  0.89
O 1.08 5.89 0.39  -0.45
O 1.03 3.83 -0.33  -0.46
O 0.02 5.22 -1.39  -0.38
Be 0.11 -1.54 1.32  0.05
O 2.56 6.30 4.23  -0.96
P 3.71 5.64 3.46  2.39
O 3.47 4.12 3.38  -0.93
O 5.04 5.91 4.18  -0.80
O 3.77 6.22 2.03  -0.68
Ca -3.49 -9.48 2.28  0.69
C 2.73 6.95 7.37  -0.42
Cl 4.24 7.77 7.74  0.02
Cl 2.36 5.71 8.58  -0.10
H 1.92 7.68 7.35  0.25
H 2.81 6.47 6.39  0.26
K 2.51 3.94 6.99  0.97
O -0.39 -9.06 -2.11  -1.05
H -0.59 -8.21 -1.77  0.38

***

Formula: C47H83N3O8
Source: the OMol25 dataset
Level of theory: the ωB97M-V functional and the def2-TZVPD basis

LUMO   0.695 eV
HOMO level   -8.71 eV
SMILES string   N#CC[C@@](C#N)(CCCN)CCc1ccccc1.C1CCOC1.C1CCOC1.C1CCOC1.C1CCOC1.C1CCOC1.C1CCOC1.C1CCOC1.C1CCOC1
HOMO-LUMO gap   9.41 eV

Last column: Mulliken charge in e.
Cartesian coordinates (Å):
N -0.37 3.89 0.78  -0.46
C 0.06 4.50 -0.09  -0.60
C 0.44 5.29 -1.36  0.60
C 0.61 6.83 -1.00  1.49
C 0.95 6.89 0.54  -0.42
N 1.09 6.92 1.68  -0.60
C 1.91 7.45 -1.71  -1.07
C 2.05 7.03 -3.23  -0.69
C 3.20 5.94 -3.46  -0.39
N 2.83 5.05 -4.60  -0.54
C -0.70 7.71 -1.18  -1.06
C -1.50 7.46 -2.51  -0.69
C -2.59 6.31 -2.40  0.54
C -2.87 5.57 -1.17  0.04
C -3.85 4.47 -1.05  -0.68
C -4.60 4.09 -2.25  -0.40
C -4.36 4.85 -3.47  -0.31
C -3.40 5.95 -3.60  -0.76
H 1.47 4.92 -1.64  -0.17
H -0.22 5.09 -2.24  0.37
H 1.95 8.55 -1.52  0.52
H 2.78 6.98 -1.16  0.50
H 1.11 6.64 -3.70  0.27
H 2.42 7.94 -3.78  0.30
H 4.21 6.42 -3.63  0.33
H 3.33 5.26 -2.57  0.20
H 2.50 5.67 -5.35  0.21
H 3.63 4.50 -4.91  0.23
H -1.38 7.66 -0.28  0.48
H -0.35 8.79 -1.21  0.52
H -0.86 7.32 -3.42  0.24
H -2.10 8.40 -2.70  0.48
H -2.31 5.83 -0.24  0.14
H -4.00 3.91 -0.09  0.39
H -5.32 3.24 -2.17  0.36
H -4.95 4.58 -4.39  0.32
H -3.24 6.51 -4.56  0.34
C 2.52 0.05 -2.30  -0.66
C 1.45 0.32 -1.26  -0.13
C 1.93 1.63 -0.66  0.27
O 2.62 2.34 -1.70  -0.32
C 2.84 1.45 -2.80  -0.22
H 2.20 -0.63 -3.10  0.43
H 3.40 -0.39 -1.82  0.20
H 0.49 0.47 -1.75  0.20
H 1.34 -0.47 -0.53  0.08
H 2.63 1.46 0.16  0.24
H 1.10 2.23 -0.29  -0.43
H 2.17 1.74 -3.61  0.25
H 3.87 1.54 -3.15  0.06
C -0.82 -0.14 3.22  -0.75
C -0.66 -1.54 3.78  -0.06
C -1.19 -2.40 2.65  -0.61
O -0.92 -1.70 1.43  -0.40
C -0.51 -0.36 1.75  0.03
H -0.17 0.60 3.68  0.40
H -1.86 0.19 3.34  0.32
H 0.40 -1.75 3.94  0.07
H -1.18 -1.70 4.72  0.26
H -2.28 -2.53 2.73  0.29
H -0.73 -3.39 2.62  0.23
H 0.56 -0.28 1.55  -0.04
H -1.04 0.35 1.10  0.26
C 3.17 -5.77 2.40  -0.63
C 2.09 -6.38 3.27  -0.20
C 1.95 -5.34 4.37  -0.44
O 2.27 -4.07 3.77  -0.39
C 2.85 -4.29 2.48  -0.35
H 3.18 -6.15 1.38  0.35
H 4.16 -5.97 2.84  0.29
H 1.16 -6.46 2.71  0.18
H 2.34 -7.37 3.66  0.19
H 2.66 -5.51 5.18  0.30
H 0.94 -5.30 4.78  0.25
H 2.12 -4.00 1.72  0.15
H 3.74 -3.66 2.37  0.33
C -4.55 -0.85 0.19  -0.80
C -3.40 -1.71 -0.30  0.28
C -3.68 -1.77 -1.80  -0.63
O -4.33 -0.54 -2.15  -0.44
C -4.72 0.14 -0.95  -0.11
H -4.35 -0.37 1.15  0.35
H -5.45 -1.46 0.30  0.31
H -2.46 -1.20 -0.12  -0.41
H -3.35 -2.69 0.16  0.39
H -4.36 -2.60 -2.04  0.28
H -2.77 -1.89 -2.39  0.27
H -4.05 1.00 -0.82  0.05
H -5.74 0.50 -1.04  0.39
C -0.29 0.06 8.92  -0.60
C -0.12 -1.33 9.48  -0.53
C -0.66 -2.19 8.35  -0.51
O -0.39 -1.49 7.13  -0.33
C 0.02 -0.15 7.45  -0.32
H 0.36 0.81 9.38  0.35
H -1.33 0.39 9.04  0.28
H 0.94 -1.54 9.64  0.26
H -0.65 -1.49 10.42  0.33
H -1.74 -2.32 8.43  0.28
H -0.19 -3.18 8.32  0.26
H 1.09 -0.07 7.25  0.28
H -0.51 0.55 6.80  0.23
C -5.87 0.32 -6.09  -0.56
C -6.96 -0.29 -5.23  -0.55
C -7.09 0.75 -4.13  0.45
O -6.77 2.02 -4.71  -0.41
C -6.18 1.80 -6.00  -0.38
H -5.87 -0.05 -7.12  0.37
H -4.89 0.11 -5.66  0.20
H -7.89 -0.35 -5.79  0.28
H -6.72 -1.28 -4.85  0.32
H -6.38 0.56 -3.31  -0.56
H -8.10 0.79 -3.71  0.34
H -6.91 2.10 -6.75  0.28
H -5.29 2.42 -6.11  0.26
C 8.20 0.58 -5.24  -0.53
C 8.41 0.45 -3.74  -0.55
C 7.01 0.69 -3.20  -0.42
O 6.10 0.22 -4.21  -0.37
C 6.83 -0.04 -5.41  -0.43
H 8.97 0.09 -5.83  0.33
H 8.18 1.64 -5.52  0.26
H 8.74 -0.57 -3.50  0.27
H 9.15 1.15 -3.34  0.32
H 6.82 1.76 -3.05  0.27
H 6.83 0.17 -2.26  0.31
H 6.90 -1.12 -5.55  0.27
H 6.29 0.38 -6.26  0.26
C 0.69 -11.63 3.35  -0.57
C -0.38 -11.36 4.39  -0.55
C 0.11 -10.05 5.00  -0.48
O 0.81 -9.35 3.97  -0.30
C 1.02 -10.23 2.86  -0.41
H 0.37 -12.30 2.55  0.33
H 1.57 -12.08 3.83  0.27
H -1.34 -11.20 3.90  0.27
H -0.50 -12.15 5.13  0.33
H 0.81 -10.24 5.82  0.27
H -0.71 -9.44 5.38  0.28
H 0.35 -9.93 2.05  0.29
H 2.05 -10.14 2.52  0.27

***

Formula: C31H19Cl5EuN4O6S
Source: the OMol25 dataset
Level of theory: the ωB97M-V functional and the def2-TZVPD basis

Charge   -2
Energy above the lowest of the compared OMol25 structures with the same formula, charge and spin   20.51 kcal per mole
LUMO (spin up / spin down)   4.044 / 4.043 eV
HOMO level (spin up / spin down)   -0.46 / -3.46 eV
Multiplicity   8
HOMO-LUMO gap (spin up / spin down)   4.50 / 7.50 eV

Last column: natural (NBO) charge in e.
Cartesian coordinates (Å):
Eu -0.70 -0.17 0.54  1.09
O 5.54 1.59 -3.28  -0.75
C 4.40 1.94 -3.63  0.75
O 4.01 2.63 -4.60  -0.77
C 3.25 1.48 -2.67  -0.06
C 3.34 0.28 -1.99  -0.18
C 2.28 -0.13 -1.19  0.16
N 1.22 0.65 -0.95  -0.43
C 1.14 1.82 -1.58  0.16
C 2.10 2.24 -2.50  -0.22
C -0.07 2.63 -1.31  0.20
C -0.06 4.02 -1.44  -0.24
C -1.24 4.72 -1.26  -0.16
C -2.40 4.01 -1.00  -0.27
C -2.31 2.64 -0.84  0.08
N -1.17 1.96 -0.95  -0.43
C 2.29 -1.46 -0.53  0.21
C 3.01 -2.53 -1.06  -0.24
C 2.96 -3.76 -0.42  -0.17
C 2.21 -3.88 0.73  -0.27
C 1.51 -2.77 1.18  0.09
N 1.55 -1.59 0.58  -0.41
H 4.26 -0.29 -2.07  0.23
H 1.98 3.14 -3.09  0.23
H 0.87 4.53 -1.66  0.22
H -1.25 5.80 -1.33  0.20
H -3.34 4.52 -0.86  0.21
H -3.18 2.04 -0.60  0.22
H 3.58 -2.40 -1.97  0.22
H 3.50 -4.61 -0.83  0.20
H 2.14 -4.82 1.26  0.21
H 0.89 -2.83 2.07  0.21
Cl 2.62 -0.11 2.94  -0.03
C 1.61 1.29 3.11  0.03
C 0.38 1.35 2.43  -0.41
C -0.31 2.53 2.76  0.02
Cl -1.90 2.75 2.09  0.01
C 0.14 3.55 3.60  -0.15
Cl -0.80 4.97 3.88  -0.01
C 1.38 3.42 4.20  -0.10
Cl 1.99 4.66 5.25  0.00
C 2.12 2.27 3.97  -0.15
Cl 3.64 2.07 4.76  0.00
C 0.73 1.00 -6.64  -0.63
C 0.13 0.33 -5.43  -0.01
C 0.66 -0.86 -4.94  -0.21
C 0.10 -1.50 -3.85  -0.21
C -1.01 -0.95 -3.23  -0.23
C -1.53 0.25 -3.68  -0.20
C -0.96 0.88 -4.77  -0.22
S -1.67 -1.78 -1.80  2.30
O -0.46 -1.92 -0.94  -0.99
O -2.22 -3.06 -2.22  -0.99
N -2.68 -0.76 -1.19  -0.99
C -3.61 -1.38 -0.23  -0.31
C -2.80 -1.14 1.02  0.71
O -2.78 0.05 1.46  -0.73
O -1.92 -1.97 1.37  -0.71
H 0.97 0.26 -7.40  0.20
H 1.65 1.52 -6.37  0.25
H 0.04 1.73 -7.06  0.20
H 1.53 -1.29 -5.44  0.20
H 0.49 -2.44 -3.47  0.23
H -2.40 0.65 -3.17  0.25
H -1.39 1.82 -5.13  0.20
H -3.76 -2.44 -0.45  0.20
H -4.56 -0.85 -0.24  0.18

***

Number 1: calculated total energy -125860.125 eV, maximum force 0.1007 Eh/bohr. Number 2: calculated total energy -70929.356 eV, maximum force 0.0655 Eh/bohr. Number 3: calculated total energy -143481.472 eV, maximum force 0.0692 Eh/bohr.